[1]
A single C20H23NO3 molecule. Source: the OMol25 dataset; level of theory: wB97M-V/def2-TZVPD.

Each line ends with the Löwdin charge.
Cartesian coordinates (Å):
O  3.55  -1.94  -2.28  0.10
C  3.34  -1.28  -1.28  -0.32
C  4.32  -1.24  -0.16  -0.16
C  5.68  -1.29  -0.46  -0.01
C  6.62  -1.28  0.55  -0.08
C  6.21  -1.24  1.87  -0.08
C  4.86  -1.22  2.18  -0.08
C  3.92  -1.22  1.17  -0.04
C  2.10  -0.48  -1.11  -0.16
C  0.95  -0.88  -1.78  0.00
C  -0.23  -0.17  -1.67  0.00
C  -0.27  0.98  -0.88  -0.25
O  -1.36  1.75  -0.70  -0.02
C  -2.59  1.35  -1.27  -0.15
C  -3.68  2.29  -0.74  -0.34
O  -4.82  2.08  -1.55  -0.03
C  -3.92  2.03  0.75  -0.15
N  -4.14  0.64  1.04  -0.18
C  -3.95  0.28  2.44  -0.20
C  -4.44  -1.17  2.48  -0.17
C  -5.58  -1.20  1.44  -0.16
C  -5.45  0.13  0.69  -0.19
C  0.89  1.40  -0.23  0.01
C  2.06  0.68  -0.34  -0.03
H  5.98  -1.33  -1.50  0.12
H  7.67  -1.31  0.31  0.10
H  6.95  -1.24  2.67  0.10
H  4.54  -1.21  3.21  0.10
H  2.87  -1.22  1.41  0.12
H  1.00  -1.77  -2.39  0.12
H  -1.10  -0.52  -2.19  0.11
H  -2.56  1.42  -2.37  0.14
H  -2.85  0.33  -0.98  0.13
H  -3.32  3.33  -0.86  0.15
H  -5.55  2.59  -1.18  0.10
H  -3.02  2.35  1.28  0.13
H  -4.76  2.67  1.10  0.13
H  -2.90  0.38  2.71  0.12
H  -4.55  0.91  3.11  0.12
H  -4.77  -1.46  3.47  0.10
H  -3.64  -1.83  2.18  0.11
H  -6.55  -1.28  1.92  0.10
H  -5.46  -2.04  0.77  0.10
H  -5.53  0.02  -0.39  0.11
H  -6.25  0.83  1.02  0.12
H  0.85  2.31  0.35  0.12
H  2.95  1.04  0.16  0.12

## Properties
Lowest unoccupied orbital energy ... 0.35 eV
HOMO ... -8.638 eV
Structure (SMILES) ... O=C(c1ccccc1)c1ccc(OC[C@@H](O)CN2CCCC2)cc1
Energy above the lowest of the compared OMol25 structures with the same formula, charge and spin ... 1.604 eV

---

[2]
An isolated ion of composition C5H4N3O and charge +1 in a non-equilibrium geometry. Source: the OMol25 dataset; level of theory: wB97M-V/def2-TZVPD.

Each line ends with the Löwdin charge.
Cartesian coordinates (Å):
O  2.18  1.85  0.00  0.16
C  1.26  1.09  0.00  -0.38
N  -0.11  1.65  0.00  0.19
C  -1.25  1.01  -0.01  0.01
C  -1.34  -0.41  -0.02  0.07
C  -0.11  -1.00  -0.03  -0.14
C  1.10  -0.31  0.00  -0.02
N  1.78  -1.72  0.03  0.32
N  0.62  -2.25  0.00  0.11
H  -0.09  2.67  0.04  0.19
H  -2.16  1.60  0.02  0.16
H  -2.29  -0.92  -0.02  0.13
H  0.41  -3.25  0.00  0.20

## Properties
Lowest unoccupied orbital energy (spin up / spin down) ... -7.21 / -7.20 eV
HOMO (spin up / spin down) ... -13.745 / -13.745 eV
Structure (SMILES) ... O=c1[nH]ccc2c1N=[NH+]2
Energy above the lowest of the compared OMol25 structures with the same formula, charge and spin ... 2.470 eV
Total charge ... +1

---

[3]
C4H13NOP as an isolated structure in a non-equilibrium geometry. Source: the OMol25 dataset; level of theory: wB97M-V/def2-TZVPD.

Each line ends with the Löwdin charge.
Cartesian coordinates (Å):
C  -2.88  0.44  0.20  -0.10
C  2.20  1.34  -0.38  -0.14
C  1.59  -1.58  -0.34  -0.13
C  -0.65  0.43  -0.82  -0.30
N  -1.62  -0.26  -0.03  -0.20
O  0.69  0.21  1.51  -0.14
P  0.96  0.09  -0.02  0.78
H  -2.67  1.37  0.74  0.08
H  -3.41  0.69  -0.72  0.09
H  -3.51  -0.19  0.82  0.09
H  1.87  2.30  0.02  0.07
H  3.15  1.07  0.09  0.08
H  2.35  1.42  -1.46  0.07
H  0.82  -2.31  -0.13  0.07
H  1.92  -1.68  -1.37  0.07
H  2.44  -1.75  0.33  0.07
H  -0.75  1.83  -0.59  0.23
H  -0.68  0.32  -1.90  0.09
H  -1.83  -1.16  -0.46  0.12
H  -0.18  -0.10  1.80  0.10

## Properties
Lowest unoccupied orbital energy ... -2.84 eV
HOMO ... -13.817 eV
Energy above the lowest of the compared OMol25 structures with the same formula, charge and spin ... 0.394 eV
Total charge ... +1

---

[4]
A 10-piece molecular cluster, C50H81BFN3O12S overall in a non-equilibrium geometry. Source: the OMol25 dataset; level of theory: wB97M-V/def2-TZVPD.

Each line ends with the Löwdin charge.
Cartesian coordinates (Å):
C  11.69  -5.37  -0.60  0.01
C  11.30  -5.49  -2.01  -0.06
C  10.54  -4.27  -2.70  -0.38
O  11.00  -3.88  -3.83  0.05
O  9.44  -3.56  -2.14  -0.11
C  8.17  -3.96  -2.80  -0.16
C  7.05  -2.81  -2.56  -0.14
C  6.23  -2.42  -3.89  -0.19
C  4.75  -3.13  -3.96  -0.19
C  3.67  -2.07  -4.54  -0.21
C  2.17  -2.32  -3.99  -0.16
C  1.67  -3.85  -4.12  -0.05
C  0.66  -4.48  -3.09  -0.02
C  0.14  -3.55  -1.89  -0.15
C  -1.42  -3.73  -1.51  -0.17
C  -1.50  -3.78  0.10  -0.18
C  -1.18  -5.07  0.90  -0.03
C  -1.24  -5.03  2.47  -0.06
C  -1.59  -3.68  3.22  -0.08
C  -1.93  -2.36  2.43  -0.06
C  -1.87  -2.44  0.85  -0.02
C  0.24  -6.01  -3.27  -0.05
F  -0.64  -6.66  -2.35  -0.03
C  0.75  -6.90  -4.45  0.04
B  0.21  -8.46  -4.53  -0.46
N  1.14  -9.52  -3.99  0.12
O  -1.08  -8.85  -5.06  0.06
C  1.73  -6.34  -5.55  -0.24
N  2.29  -7.02  -6.70  -0.27
S  3.28  -5.84  -7.45  0.91
N  3.08  -4.51  -6.38  -0.30
C  2.15  -4.82  -5.29  -0.17
H  12.76  -5.17  -0.26  0.08
H  10.85  -5.47  0.19  0.08
H  11.58  -6.47  -2.56  0.12
H  7.85  -4.97  -2.32  0.13
H  8.40  -4.14  -3.91  0.12
H  6.32  -3.18  -1.75  0.11
H  7.63  -1.88  -2.19  0.11
H  6.83  -2.83  -4.78  0.11
H  6.17  -1.29  -4.02  0.10
H  4.88  -4.05  -4.63  0.09
H  4.51  -3.45  -2.88  0.11
H  3.70  -1.96  -5.68  0.11
H  3.99  -1.04  -4.11  0.11
H  1.42  -1.69  -4.60  0.13
H  2.18  -1.98  -2.88  0.12
H  0.31  -2.43  -2.06  0.11
H  0.75  -3.86  -0.96  0.13
H  -1.95  -2.77  -1.85  0.08
H  -1.94  -4.61  -2.03  0.11
H  -0.93  -6.01  0.29  0.09
H  -0.97  -5.99  3.05  0.05
H  -1.59  -3.67  4.37  0.08
H  -2.18  -1.36  2.92  0.06
H  -2.09  -1.46  0.28  0.10
H  0.75  -9.80  -3.07  0.08
H  2.02  -9.02  -3.76  0.06
H  -1.80  -8.72  -4.39  0.11
C  -2.55  2.83  2.45  -0.03
C  -2.07  1.68  3.29  -0.48
C  -2.42  1.69  4.75  -0.02
O  -1.42  0.77  2.80  0.04
H  -2.23  2.69  1.42  0.07
H  -3.64  2.87  2.47  0.07
H  -2.13  3.76  2.83  0.09
H  -3.50  1.68  4.88  0.09
H  -1.99  2.57  5.23  0.08
H  -2.01  0.79  5.23  0.08
C  -1.17  2.54  9.00  -0.02
C  -0.60  3.71  8.25  -0.51
C  0.87  3.97  8.37  -0.03
O  -1.32  4.43  7.56  0.03
H  -2.25  2.48  8.82  0.08
H  -0.70  1.61  8.65  0.09
H  -1.00  2.67  10.07  0.09
H  1.43  3.11  7.99  0.09
H  1.13  4.16  9.41  0.08
H  1.14  4.84  7.78  0.09
C  7.46  2.42  -3.04  -0.03
C  7.49  2.08  -1.57  -0.51
C  8.74  1.41  -1.04  -0.02
O  6.55  2.33  -0.85  0.06
H  6.51  2.90  -3.28  0.08
H  8.27  3.12  -3.28  0.09
H  7.56  1.51  -3.64  0.08
H  9.60  2.06  -1.19  0.09
H  8.89  0.46  -1.55  0.07
H  8.62  1.22  0.03  0.08
C  -2.84  0.65  -4.88  -0.02
C  -2.94  -0.76  -4.38  -0.49
C  -3.83  -1.71  -5.15  -0.02
O  -2.32  -1.13  -3.40  0.05
H  -2.16  1.22  -4.24  0.09
H  -2.44  0.66  -5.90  0.09
H  -3.82  1.13  -4.86  0.08
H  -3.47  -1.80  -6.18  0.09
H  -4.86  -1.34  -5.14  0.09
H  -3.80  -2.69  -4.67  0.08
C  -5.38  3.91  -1.71  -0.02
C  -4.78  3.20  -0.53  -0.48
C  -5.63  2.17  0.17  -0.02
O  -3.65  3.46  -0.14  0.05
H  -4.66  4.62  -2.11  0.07
H  -5.62  3.18  -2.49  0.08
H  -6.28  4.45  -1.41  0.09
H  -5.88  1.37  -0.53  0.09
H  -6.54  2.64  0.56  0.09
H  -5.07  1.75  1.01  0.07
C  -5.36  8.12  -1.89  -0.02
C  -5.18  7.81  -3.35  -0.49
C  -5.98  8.62  -4.33  -0.02
O  -4.41  6.94  -3.72  0.05
H  -4.72  7.46  -1.30  0.08
H  -5.08  9.15  -1.69  0.09
H  -6.40  7.94  -1.60  0.05
H  -5.72  9.67  -4.24  0.08
H  -7.05  8.47  -4.16  0.07
H  -5.75  8.29  -5.35  0.08
C  -9.45  9.30  0.13  -0.02
C  -9.26  8.99  -1.33  -0.49
C  -10.06  9.80  -2.31  -0.02
O  -8.49  8.12  -1.70  0.04
H  -8.81  8.64  0.73  0.09
H  -9.16  10.33  0.34  0.09
H  -10.49  9.13  0.42  0.09
H  -9.81  10.86  -2.22  0.09
H  -11.13  9.65  -2.14  0.09
H  -9.83  9.47  -3.33  0.08
C  -1.25  7.95  11.98  -0.03
C  -0.63  6.93  11.06  -0.49
C  -1.29  6.70  9.73  -0.01
O  0.38  6.32  11.38  0.06
H  -0.67  8.01  12.90  0.08
H  -1.26  8.93  11.50  0.09
H  -2.27  7.65  12.23  0.08
H  -1.29  7.63  9.15  0.10
H  -2.31  6.34  9.88  0.10
H  -0.73  5.95  9.17  0.04
C  2.07  -8.43  4.22  -0.02
C  1.08  -8.34  3.08  -0.48
C  1.36  -9.16  1.85  -0.02
O  0.10  -7.63  3.16  0.04
H  1.74  -7.79  5.04  0.09
H  2.12  -9.46  4.58  0.09
H  3.05  -8.10  3.88  0.09
H  1.39  -10.23  2.11  0.09
H  2.32  -8.86  1.42  0.09
H  0.57  -9.00  1.12  0.08

## Properties
Lowest unoccupied orbital energy ... -1.02 eV
HOMO ... -7.745 eV
Structure (SMILES) ... C=CC(=O)OCCCCCCc1c(CCc2ccccc2)c(F)c(B(N)O)c2nsnc12.CC(C)=O.CC(C)=O.CC(C)=O.CC(C)=O.CC(C)=O.CC(C)=O.CC(C)=O.CC(C)=O.CC(C)=O
Energy above the lowest of the compared OMol25 structures with the same formula, charge and spin ... 0.000 eV

---

[5]
A 2-piece molecular cluster, C5H12FNO2 overall in a non-equilibrium geometry. Source: the OMol25 dataset; level of theory: wB97M-V/def2-TZVPD.

Each line ends with the Löwdin charge.
Cartesian coordinates (Å):
C  -0.78  -1.39  -0.28  -0.07
C  0.60  -1.02  0.27  -0.32
C  1.85  -1.23  -0.69  -0.03
C  0.62  0.50  0.64  -0.28
N  -0.33  0.91  1.67  0.09
C  0.49  1.43  -0.59  -0.48
O  0.59  1.03  -1.72  0.09
O  0.46  2.73  -0.27  0.10
H  -0.95  -0.96  -1.24  0.06
H  -1.52  -1.04  0.39  0.04
H  -0.95  -2.59  -0.34  0.13
H  0.76  -1.55  1.20  0.12
H  1.94  -0.50  -1.39  0.02
H  2.70  -1.13  -0.01  0.08
H  1.89  -2.17  -1.14  0.06
H  1.64  0.64  0.93  0.13
H  -0.33  0.29  2.39  0.04
H  -0.09  1.77  2.03  0.05
H  0.35  3.28  -1.11  0.17
F  -4.80  0.21  -0.53  -0.07
H  -4.16  0.79  -0.22  0.07

## Properties
Lowest unoccupied orbital energy ... 0.53 eV
HOMO ... -9.739 eV
Structure (SMILES) ... CC(C)[C@H](N)C(=O)O.F
Energy above the lowest of the compared OMol25 structures with the same formula, charge and spin ... 0.238 eV

---

[6]
An isolated ion of composition C5H6N4 and charge +2 in a non-equilibrium geometry. Source: the OMol25 dataset; level of theory: wB97M-V/def2-TZVPD.

Each line ends with the Löwdin charge.
Cartesian coordinates (Å):
C  2.09  -1.18  0.03  0.01
C  0.11  0.22  -0.03  0.11
C  3.77  0.40  0.02  -0.15
C  -1.29  0.43  -0.12  -0.05
C  -3.51  -0.58  0.26  0.22
N  1.06  -0.45  -0.05  0.18
N  3.25  -0.70  -0.02  0.20
N  -2.29  -0.73  -0.07  0.05
N  4.64  1.17  0.02  0.38
H  -1.36  1.10  0.80  0.19
H  -1.72  0.86  -0.97  0.14
H  -4.26  -1.38  0.20  0.16
H  -3.75  0.47  0.26  0.14
H  -1.84  -1.68  -0.48  0.26
H  5.08  2.06  0.15  0.16

## Properties
Lowest unoccupied orbital energy (spin up / spin down) ... -9.66 / -9.66 eV
HOMO (spin up / spin down) ... -17.133 / -17.134 eV
Energy above the lowest of the compared OMol25 structures with the same formula, charge and spin ... 3.355 eV
Total charge ... +2

---

Question: Which value of energy above the lowest of the compared OMol25 structures with the same formula, charge and spin does entry 4 give?
Answer: 0.000 eV